Below is a structure of composition C58H50FGeNiOP3S, with properties calculated with ωB97M-V/def2-TZVPD.

Computed properties:
total charge = +2
DFT total energy = -201973.2697 eV
energy relative to the best compared isomer or geometry (same formula, charge and spin) = 0.000 eV
HOMO-LUMO gap (spin up / spin down) = 7.5 / 7.5 eV

Each line ends with the Löwdin charge.
Positions of all 116 atoms, in Å:
Ni1 0.13 0.87 0.54  0.0359
F1 3.26 3.00 3.78  -0.2573
Ge1 2.35 2.27 2.44  0.9371
C1 0.66 2.16 3.44  -0.2729
C2 0.51 3.27 4.28  -0.0977
C3 -0.34 3.24 5.37  -0.0357
C4 -1.00 2.07 5.70  -0.0374
C5 -0.89 0.96 4.87  -0.0799
C6 -0.13 1.03 3.70  -0.3603
P1 -0.16 -0.35 2.53  1.1182
C7 0.80 -1.66 3.36  -0.3156
C8 0.43 -3.00 3.37  -0.0849
C9 1.22 -3.95 4.00  -0.0593
C10 2.40 -3.57 4.63  -0.0502
C11 2.77 -2.23 4.65  -0.0500
C12 1.97 -1.28 4.04  -0.0883
C13 -1.83 -1.08 2.42  -0.3512
C14 -1.93 -2.09 1.46  -0.1600
C15 -3.11 -2.81 1.32  -0.0617
C16 -4.20 -2.52 2.12  -0.0599
C17 -4.12 -1.48 3.04  -0.0656
C18 -2.94 -0.76 3.18  -0.0821
C19 2.52 3.77 1.19  -0.2656
C20 3.54 4.66 1.53  -0.0790
C21 3.64 5.90 0.92  -0.0384
C22 2.67 6.31 0.02  -0.0406
C23 1.65 5.44 -0.33  -0.0821
C24 1.60 4.15 0.19  -0.3537
P2 0.34 3.01 -0.46  1.1207
C25 0.51 2.88 -2.27  -0.3484
C26 0.20 1.63 -2.80  -0.1381
C27 0.25 1.40 -4.17  -0.0557
C28 0.63 2.43 -5.02  -0.0484
C29 0.95 3.67 -4.50  -0.0480
C30 0.90 3.90 -3.14  -0.0752
C31 -1.18 3.97 -0.16  -0.3562
C32 -1.58 4.12 1.16  -0.0827
C33 -2.68 4.91 1.48  -0.0546
C34 -3.38 5.55 0.46  -0.0637
C35 -2.98 5.41 -0.86  -0.0625
C36 -1.88 4.62 -1.17  -0.0880
C37 3.51 0.72 2.20  -0.2770
C38 4.61 0.63 3.05  -0.0834
C39 5.55 -0.37 2.87  -0.0388
C40 5.43 -1.28 1.82  -0.0372
C41 4.36 -1.19 0.96  -0.0741
C42 3.38 -0.21 1.16  -0.3627
P3 2.02 -0.09 0.00  1.0457
C43 1.34 -1.74 -0.34  -0.3532
C44 1.71 -2.87 0.39  -0.0850
C45 1.14 -4.10 0.09  -0.0496
C46 0.21 -4.22 -0.93  -0.0521
C47 -0.17 -3.10 -1.65  -0.0617
C48 0.40 -1.87 -1.36  -0.1226
C49 2.81 0.41 -1.55  -0.3342
C50 3.31 1.71 -1.63  -0.0940
C51 3.95 2.15 -2.78  -0.0488
C52 4.11 1.28 -3.85  -0.0492
C53 3.65 -0.02 -3.77  -0.0538
C54 3.00 -0.46 -2.62  -0.0719
H1 1.11 4.16 4.11  0.1118
H2 -0.44 4.12 5.99  0.1200
H3 -1.59 2.00 6.60  0.1202
H4 -1.37 0.04 5.14  0.1116
H5 -0.48 -3.33 2.88  0.0967
H6 0.90 -4.98 4.01  0.1157
H7 3.01 -4.31 5.12  0.1161
H8 3.67 -1.92 5.17  0.1155
H9 2.24 -0.24 4.10  0.0868
H10 -1.08 -2.34 0.84  0.0789
H11 -3.16 -3.61 0.58  0.1169
H12 -5.12 -3.09 2.02  0.1178
H13 -4.98 -1.23 3.65  0.1194
H14 -2.92 0.07 3.88  0.0958
H15 4.26 4.39 2.30  0.1062
H16 4.45 6.57 1.19  0.1196
H17 2.69 7.31 -0.40  0.1193
H18 0.87 5.78 -0.99  0.1013
H19 -0.04 0.84 -2.10  0.0471
H20 0.02 0.42 -4.56  0.1173
H21 0.68 2.25 -6.09  0.1176
H22 1.26 4.47 -5.17  0.1179
H23 1.17 4.88 -2.76  0.0947
H24 -1.04 3.62 1.96  0.0875
H25 -2.98 5.02 2.51  0.1137
H26 -4.23 6.18 0.71  0.1152
H27 -3.52 5.92 -1.65  0.1150
H28 -1.57 4.52 -2.21  0.1059
H29 4.73 1.35 3.84  0.1070
H30 6.40 -0.43 3.55  0.1203
H31 6.19 -2.04 1.67  0.1196
H32 4.28 -1.88 0.13  0.1171
H33 2.43 -2.80 1.20  0.1003
H34 1.44 -4.98 0.66  0.1194
H35 -0.21 -5.19 -1.16  0.1181
H36 -0.89 -3.18 -2.46  0.1170
H37 0.12 -1.01 -1.95  0.0819
H38 3.20 2.39 -0.79  0.0819
H39 4.33 3.16 -2.83  0.1194
H40 4.62 1.62 -4.75  0.1173
H41 3.80 -0.71 -4.59  0.1163
H42 2.66 -1.49 -2.57  0.1057
O1 -1.78 1.19 0.31  -0.6044
S1 -2.73 0.27 -0.50  1.0348
C55 -3.13 1.23 -2.01  -0.2821
C56 -4.60 1.64 -1.92  -0.2022
C57 -4.89 1.84 -0.44  -0.2020
C58 -4.35 0.59 0.24  -0.2837
H43 -2.86 0.66 -2.89  0.0951
H44 -2.47 2.10 -1.93  0.0666
H45 -5.24 0.85 -2.33  0.1219
H46 -4.78 2.54 -2.51  0.1253
H47 -5.96 1.96 -0.24  0.1291
H48 -4.37 2.73 -0.06  0.1053
H49 -4.96 -0.29 0.04  0.1079
H50 -4.17 0.67 1.31  0.0878

***

Below is a cluster of 3 separate species, C28H54FO9P in total at a distorted geometry, with properties calculated with ωB97M-V/def2-TZVPD.

Computed properties:
DFT total energy = -60342.0476 eV
SMILES string = CC[C@@H](C)[C@H](F)OC[C@H](Cc1cccc(C)c1)OC[PH2]=O.COCCOCCOC.COCCOCCOC
HOMO-LUMO gap = 9.8 eV

Each line ends with the Löwdin charge.
Positions of all 93 atoms, in Å:
C1 7.89 -2.60 2.11  -0.0923
C2 7.76 -3.05 0.64  -0.2168
C3 6.43 -3.74 0.34  -0.2934
C4 6.09 -3.68 -1.16  -0.0264
C5 6.44 -5.17 0.82  -0.3867
F1 7.47 -5.84 0.21  0.0500
O1 5.29 -5.87 0.49  -0.0493
C6 4.22 -5.64 1.40  -0.1206
C7 2.99 -5.20 0.65  -0.3317
C8 1.91 -4.74 1.64  -0.0675
C9 2.08 -3.26 1.92  -0.2203
C10 2.79 -2.81 3.03  -0.0489
C11 2.98 -1.45 3.20  -0.0660
C12 2.45 -0.54 2.28  -0.0642
C13 1.74 -0.97 1.18  -0.2860
C14 1.17 -0.03 0.15  -0.0467
C15 1.56 -2.34 1.01  0.0034
O2 2.49 -6.22 -0.20  -0.1183
C16 2.98 -6.17 -1.52  -0.3238
P1 2.16 -4.92 -2.57  0.6916
O3 0.71 -5.10 -2.84  -0.4443
H1 8.08 -3.45 2.75  0.0687
H2 8.73 -1.92 2.23  0.0689
H3 6.99 -2.07 2.41  0.0688
H4 8.60 -3.71 0.44  0.1128
H5 7.89 -2.18 0.01  0.1041
H6 5.67 -3.17 0.88  0.1344
H7 5.01 -3.56 -1.29  0.0530
H8 6.42 -4.59 -1.65  0.0844
H9 6.58 -2.84 -1.64  0.0742
H10 6.64 -5.21 1.90  0.1581
H11 4.04 -6.52 2.02  0.1472
H12 4.48 -4.82 2.07  0.1182
H13 3.28 -4.34 0.06  0.1175
H14 0.95 -4.91 1.16  0.1289
H15 1.96 -5.31 2.56  0.1241
H16 3.17 -3.55 3.72  0.1096
H17 3.53 -1.07 4.05  0.1002
H18 2.60 0.52 2.42  0.1100
H19 1.42 -0.41 -0.83  0.0778
H20 1.61 0.96 0.25  0.0786
H21 0.09 0.02 0.21  0.0749
H22 1.00 -2.70 0.16  0.1232
H23 4.05 -5.99 -1.56  0.0838
H24 2.79 -7.14 -1.99  0.1072
H25 2.47 -3.67 -2.00  0.0029
H26 2.92 -4.98 -3.76  0.0173
C17 -6.30 3.12 3.25  -0.1145
O4 -5.15 2.45 2.79  -0.1962
C18 -4.86 2.73 1.43  -0.2004
C19 -3.39 2.55 1.14  -0.1776
O5 -2.56 3.60 1.63  -0.1270
C20 -2.28 3.63 3.02  -0.1828
C21 -1.28 2.59 3.47  -0.2042
O6 -1.87 1.31 3.57  -0.1907
C22 -0.93 0.27 3.44  -0.1015
H27 -7.20 2.77 2.74  0.0880
H28 -6.40 2.91 4.32  0.0870
H29 -6.20 4.21 3.11  0.0874
H30 -5.14 3.76 1.18  0.1270
H31 -5.43 2.05 0.80  0.1305
H32 -3.27 2.58 0.05  0.1139
H33 -3.03 1.57 1.48  0.1229
H34 -3.19 3.58 3.61  0.1222
H35 -1.83 4.61 3.19  0.1270
H36 -0.89 2.88 4.46  0.1282
H37 -0.44 2.57 2.76  0.1253
H38 -0.38 0.34 2.49  0.0609
H39 -1.48 -0.67 3.45  0.0947
H40 -0.22 0.28 4.27  0.0921
C23 -8.11 5.75 -3.31  -0.1143
O7 -7.02 5.00 -3.79  -0.1973
C24 -6.68 5.32 -5.13  -0.2065
C25 -5.22 5.02 -5.41  -0.1846
O8 -4.31 5.96 -4.86  -0.1252
C26 -4.05 5.89 -3.47  -0.1827
C27 -3.15 4.75 -3.05  -0.2024
O9 -3.86 3.52 -3.03  -0.2020
C28 -3.02 2.40 -3.18  -0.1160
H41 -9.03 5.51 -3.85  0.0878
H42 -8.24 5.50 -2.26  0.0866
H43 -7.92 6.82 -3.39  0.0878
H44 -6.87 6.38 -5.33  0.1259
H45 -7.30 4.72 -5.80  0.1280
H46 -5.08 5.09 -6.49  0.1274
H47 -4.97 4.00 -5.11  0.1217
H48 -4.97 5.89 -2.89  0.1217
H49 -3.52 6.82 -3.24  0.1277
H50 -2.76 4.95 -2.04  0.1279
H51 -2.30 4.69 -3.75  0.1274
H52 -2.44 2.46 -4.11  0.0887
H53 -3.65 1.52 -3.21  0.0895
H54 -2.33 2.31 -2.33  0.0800

***

Below is a structure of composition C31H15Cl3F7IrNO2S at a distorted geometry, with properties calculated with ωB97M-V/def2-TZVPD.

Computed properties:
DFT total energy = -108237.3289 eV
energy relative to the best compared isomer or geometry (same formula, charge and spin) = 2.801 eV
HOMO-LUMO gap (spin up / spin down) = 7.1 / 5.3 eV
2S+1 = 2
<S²> = 0.803

Each line ends with the Löwdin charge.
Positions of all 61 atoms, in Å:
Ir1 -0.13 0.16 -0.03  1.2794
F1 6.59 2.60 -1.71  0.1284
C1 5.28 2.52 -1.51  -0.1446
C2 4.75 1.56 -0.67  -0.1481
F2 5.57 0.72 -0.03  0.1235
C3 3.38 1.48 -0.49  -0.2317
F3 2.95 0.51 0.34  0.0458
C4 2.48 2.33 -1.11  -0.4957
S1 0.73 2.31 -0.91  0.7295
C5 3.05 3.30 -1.93  -0.2480
F4 2.27 4.18 -2.56  0.0835
C6 4.42 3.40 -2.15  -0.1461
F5 4.90 4.33 -2.97  0.1258
F6 -3.92 -2.47 2.67  0.0774
C7 -3.40 -2.12 1.48  -0.2632
C8 -2.26 -1.35 1.45  -0.0086
C9 -1.71 -1.00 0.21  -0.2288
C10 -2.34 -1.44 -0.97  -0.1176
C11 -3.49 -2.21 -0.87  -0.2093
F7 -4.12 -2.63 -1.98  0.0737
C12 -4.04 -2.57 0.34  0.0722
C13 -1.67 -1.02 -2.20  -0.1829
C14 -2.07 -1.31 -3.50  0.0197
C15 -1.29 -0.91 -4.56  -0.0310
C16 -0.11 -0.22 -4.31  -0.0364
C17 0.23 0.06 -3.01  -0.1579
N1 -0.54 -0.32 -1.97  -0.0999
H1 -1.83 -1.02 2.38  0.1075
H2 -4.94 -3.17 0.38  0.1354
H3 -2.99 -1.85 -3.67  0.1123
H4 -1.59 -1.12 -5.58  0.1166
H5 0.55 0.10 -5.11  0.1176
H6 1.12 0.61 -2.76  0.0711
Cl1 -1.51 4.23 6.11  0.6599
C18 -1.36 3.47 4.55  -0.6609
C19 -1.98 4.10 3.43  -0.1031
C20 -1.92 3.53 2.20  -0.5635
Cl2 -2.67 4.30 0.84  0.7263
C21 -1.26 2.26 1.97  -0.3715
O1 -1.33 1.73 0.82  -0.2431
C22 -0.58 1.72 3.09  -0.1269
C23 0.22 0.57 2.96  -0.1532
O2 0.53 -0.03 1.91  -0.1608
C24 -0.68 2.32 4.39  -0.0623
H7 -2.50 5.04 3.56  0.1106
H8 0.65 0.16 3.89  0.1462
H9 -0.19 1.85 5.23  0.1180
Cl3 1.34 -5.46 -5.21  0.6718
C25 1.19 -4.36 -3.88  -0.6647
C26 0.28 -4.64 -2.87  -0.0923
C27 0.23 -3.80 -1.76  -0.0253
C28 1.09 -2.71 -1.65  -0.2976
C29 1.15 -1.93 -0.43  0.0114
C30 1.94 -2.41 -2.72  -0.0423
C31 2.00 -3.24 -3.83  -0.0947
H10 -0.36 -5.50 -2.94  0.1082
H11 -0.47 -4.00 -0.96  0.1222
H12 0.55 -2.22 0.42  0.0521
H13 1.89 -1.15 -0.36  0.0367
H14 2.57 -1.53 -2.67  0.1201
H15 2.68 -3.03 -4.65  0.1093